(1)
96
Properties=species:S:1:pos:R:3:lowdin_charge:R:1 method="wB97M-V/def2-TZVPD" e_tot_ev=-97239.1045 gap_ev=6.53 total_charge=-1 lumo_ev=2.26 homo_ha=-0.15688 spin_multiplicity=1 e_above_lowest_kcal_mol=26.45
Ti -0.849 1.878 0.338 1.0277
O 1.296 3.198 0.436 0.0426
C 0.754 3.388 -0.663 -0.6031
O 0.277 2.379 -1.325 -0.1596
C 0.253 4.712 -1.127 -0.1433
C 1.062 5.839 -1.135 -0.0268
C 0.544 7.059 -1.544 -0.0953
C -0.795 7.138 -1.900 -0.0957
C -1.610 6.014 -1.828 -0.1096
C -1.114 4.768 -1.454 -0.3252
P -2.370 3.374 -1.246 1.0331
C -2.650 0.705 0.219 -0.2540
C -3.510 0.686 1.322 -0.1185
C -4.710 -0.016 1.302 -0.1043
C -5.093 -0.717 0.168 -0.1211
C -4.260 -0.710 -0.941 -0.1075
C -3.056 -0.015 -0.908 -0.1445
C -2.303 2.767 -3.009 -0.4082
C -3.195 3.382 -3.892 -0.1310
C -3.270 3.026 -5.231 -0.1106
C -2.459 2.016 -5.724 -0.1178
C -1.576 1.381 -4.860 -0.0989
C -1.497 1.755 -3.527 -0.1148
H 2.092 5.746 -0.813 0.1143
H 1.171 7.941 -1.566 0.0929
H -1.220 8.085 -2.208 0.0933
H -2.666 6.110 -2.053 0.0872
H -3.245 1.231 2.221 0.0982
H -5.351 -0.003 2.177 0.0937
H -6.033 -1.257 0.144 0.0892
H -4.541 -1.245 -1.842 0.0956
H -2.435 -0.033 -1.796 0.0838
H -3.853 4.155 -3.512 0.0824
H -3.970 3.534 -5.885 0.0914
H -2.514 1.724 -6.766 0.0892
H -0.932 0.590 -5.228 0.0933
H -0.770 1.264 -2.895 0.0784
O 0.170 2.262 4.161 0.0896
C -0.419 2.335 3.104 -0.5235
O -0.626 1.368 2.266 -0.1587
C -1.021 3.653 2.540 -0.5067
O -1.113 4.672 3.177 0.1131
O -1.417 3.475 1.307 -0.1942
O 0.224 0.095 0.045 -0.3936
P 0.678 -1.106 0.854 0.9138
C -0.788 -1.751 1.754 -0.3155
C -0.673 -2.334 3.167 -0.1704
C -0.348 -3.822 3.203 -0.2044
C -1.370 -4.612 2.394 -0.2021
C -1.423 -4.107 0.956 -0.1898
C -1.722 -2.612 0.894 -0.1814
C 1.266 -2.284 -0.422 -0.3343
C 1.927 -1.557 -1.598 -0.1810
C 2.173 -2.532 -2.745 -0.1948
C 3.007 -3.728 -2.298 -0.2071
C 2.361 -4.431 -1.108 -0.1971
C 2.136 -3.449 0.039 -0.1954
C 1.887 -0.525 2.105 -0.3080
C 2.605 -1.502 3.060 -0.1668
C 4.057 -1.849 2.728 -0.2038
C 4.876 -0.624 2.349 -0.2069
C 4.208 0.089 1.181 -0.1934
C 2.821 0.577 1.572 -0.1702
H -1.279 -0.778 1.875 0.0854
H -1.663 -2.201 3.619 0.1280
H 0.008 -1.748 3.783 0.1039
H -0.322 -4.172 4.239 0.1115
H 0.651 -4.007 2.795 0.0849
H -2.358 -4.485 2.852 0.1146
H -1.148 -5.682 2.420 0.1057
H -2.189 -4.650 0.394 0.1130
H -0.472 -4.331 0.463 0.0884
H -2.740 -2.438 1.261 0.1210
H -1.735 -2.256 -0.138 0.0991
H 0.322 -2.692 -0.808 0.1137
H 2.879 -1.125 -1.272 0.1076
H 1.301 -0.723 -1.916 0.1083
H 2.657 -2.013 -3.576 0.1103
H 1.206 -2.886 -3.121 0.1172
H 4.002 -3.377 -2.002 0.1139
H 3.157 -4.427 -3.125 0.1052
H 2.979 -5.268 -0.771 0.1088
H 1.397 -4.854 -1.413 0.1133
H 3.103 -3.053 0.354 0.0910
H 1.708 -3.961 0.902 0.0942
H 1.153 0.019 2.713 0.0963
H 2.041 -2.424 3.193 0.0813
H 2.604 -1.012 4.039 0.1259
H 4.105 -2.564 1.905 0.0839
H 4.495 -2.359 3.591 0.1090
H 5.902 -0.913 2.105 0.1052
H 4.933 0.061 3.201 0.1162
H 4.152 -0.599 0.329 0.0941
H 4.805 0.942 0.849 0.1139
H 2.344 1.116 0.753 0.0882
H 2.927 1.313 2.376 0.1329

=====

(2)
91
Properties=species:S:1:pos:R:3:lowdin_charge:R:1 method="wB97M-V/def2-TZVPD" e_tot_ev=-68074.1413 gap_ev=8.26 total_charge=0 lumo_ev=0.00 homo_ha=-0.30370 spin_multiplicity=1 e_above_lowest_kcal_mol=40.32
Be -1.726 -1.106 -0.964 0.3406
C -2.449 3.310 2.294 -0.0990
C -1.314 4.043 2.217 -0.1000
C -0.064 4.029 3.029 -0.1817
C 0.881 2.792 2.855 -0.1916
C 0.238 1.469 2.968 -0.1310
C -0.784 1.093 3.774 -0.0947
C -1.835 1.952 4.413 -0.1991
C -2.882 2.363 3.364 -0.2042
C -1.717 -2.388 -1.966 -0.2553
H -3.214 3.430 1.524 0.0895
H -1.259 4.795 1.420 0.0901
H -0.278 4.050 4.096 0.0899
H 0.516 4.927 2.744 0.1115
H 1.357 2.829 1.867 0.0925
H 1.720 2.874 3.564 0.1151
H 0.275 0.869 2.015 0.1059
H -0.834 0.032 4.089 0.1076
H -1.449 2.812 4.945 0.0931
H -2.348 1.348 5.180 0.1108
H -3.208 1.408 2.925 0.0805
H -3.758 2.776 3.870 0.1207
H -2.604 -2.033 -2.493 -0.0003
H -2.033 -3.362 -1.545 0.0140
H -0.869 -2.433 -2.663 -0.0200
P 1.130 0.305 -2.111 1.0287
P 1.582 -2.417 -0.547 1.0269
C 2.022 0.263 -0.541 -0.3685
C 2.356 -0.920 0.054 -0.3525
C 2.665 0.674 -3.188 -0.3754
C 3.925 1.033 -2.688 -0.1102
C 5.032 1.244 -3.535 -0.0772
C 4.898 1.111 -4.920 -0.0897
C 3.641 0.782 -5.433 -0.0880
C 2.538 0.568 -4.591 -0.1001
C 0.461 2.035 -1.868 -0.3713
C -0.717 2.114 -1.112 -0.1140
C -1.329 3.344 -0.917 -0.0828
C -0.709 4.492 -1.440 -0.0861
C 0.495 4.436 -2.135 -0.0789
C 1.073 3.189 -2.393 -0.0788
C 3.250 -3.270 -1.002 -0.3117
C 4.094 -2.655 -1.948 -0.0994
C 5.341 -3.197 -2.281 -0.0875
C 5.785 -4.384 -1.691 -0.0962
C 4.975 -4.988 -0.728 -0.0893
C 3.728 -4.439 -0.386 -0.0888
C 1.270 -3.325 1.038 -0.3916
C 0.515 -4.517 0.937 -0.1158
C 0.278 -5.284 2.076 -0.0817
C 0.797 -4.862 3.312 -0.0891
C 1.537 -3.684 3.426 -0.0818
C 1.754 -2.909 2.287 -0.0929
H 2.322 1.221 -0.118 0.0735
H 3.095 -0.969 0.849 0.0766
H 4.061 1.160 -1.622 0.0919
H 5.991 1.510 -3.109 0.0996
H 5.770 1.243 -5.576 0.1075
H 3.531 0.678 -6.517 0.1038
H 1.576 0.299 -5.034 0.1026
H -1.133 1.201 -0.651 0.0614
H -2.238 3.383 -0.331 0.0785
H -1.175 5.443 -1.232 0.0992
H 1.006 5.349 -2.451 0.1066
H 2.011 3.114 -2.955 0.0999
H 3.780 -1.740 -2.446 0.0787
H 5.952 -2.710 -3.036 0.0993
H 6.736 -4.829 -1.991 0.1015
H 5.321 -5.904 -0.246 0.1013
H 3.149 -4.940 0.393 0.0942
H 0.105 -4.845 -0.024 0.1065
H -0.309 -6.200 2.010 0.1039
H 0.608 -5.449 4.200 0.0966
H 1.947 -3.359 4.392 0.1090
H 2.315 -1.979 2.361 0.0835
C -5.392 0.764 1.721 -0.1974
Si -5.138 0.052 -0.039 0.4683
C -6.602 -1.152 -0.124 -0.2081
C -5.600 1.483 -1.207 -0.2044
C -3.415 -0.794 -0.295 -0.2674
H -6.466 1.005 1.825 0.0346
H -4.825 1.679 1.956 -0.0079
H -5.167 0.015 2.496 0.0372
H -7.498 -0.562 0.155 0.0287
H -6.703 -1.548 -1.151 0.0288
H -6.506 -1.985 0.597 0.0317
H -4.963 2.378 -1.101 0.0144
H -5.624 1.210 -2.277 0.0259
H -6.651 1.758 -0.959 0.0317
H -3.134 -0.686 0.786 -0.0285
H -3.489 -1.911 -0.444 -0.0050

=====

F_max (hartree/bohr)
0.0231, 0.0580